Entry 1:
Entry from the OMol25 dataset: 10 unconnected molecules or ions with the total composition C13H44N7O12 (ωB97M-V with the def2-TZVPD basis set).

XYZ file:
```
76
Properties=species:S:1:pos:R:3:forces:R:3:mulliken_charge:R:1
N -11.8389 2.0626 -5.1077 -0.65 -0.17 -2.63 0.995
O -12.2181 2.8417 -4.2681 -1.22 1.71 2.52 -0.664
O -12.6100 1.7100 -6.0325 -0.66 -0.33 -0.17 -0.673
O -10.6823 1.7041 -5.1445 2.52 -1.09 0.32 -0.659
C -9.8550 -2.2747 -10.0124 -0.87 -0.01 -1.80 -0.539
O -11.1771 -2.4236 -9.5203 0.37 -0.28 0.96 -0.498
H -9.9819 -1.5041 -10.7728 0.95 0.52 0.00 0.257
H -9.0312 -2.0772 -9.3264 -0.35 0.03 0.32 0.244
H -9.6494 -3.1592 -10.6153 0.20 -0.26 0.37 0.216
H -11.3434 -1.6413 -8.9893 -0.32 0.03 0.20 0.321
C -16.0597 -2.3706 -2.8056 0.35 0.98 0.05 -0.482
O -16.4387 -2.2752 -4.1575 -0.44 -0.22 -0.50 -0.478
H -16.3162 -3.3410 -2.3806 0.02 0.11 -0.07 0.202
H -14.9947 -2.1502 -2.7332 0.24 -0.44 0.26 0.233
H -16.5448 -1.5434 -2.2874 -0.20 -0.33 0.65 0.215
H -16.7413 -1.3710 -4.2695 0.04 -0.10 -0.41 0.310
C -7.7230 -4.4464 -3.2536 -0.83 0.93 0.78 -0.481
O -8.9433 -4.5390 -2.4466 0.84 -0.73 -1.05 -0.503
H -7.7806 -4.9826 -4.2009 -0.57 -0.29 0.35 0.219
H -7.6206 -3.3928 -3.5136 0.39 0.05 -0.07 0.242
H -6.8410 -4.7881 -2.7120 -0.03 -0.05 0.08 0.228
H -8.7916 -4.1106 -1.6010 0.18 0.09 -0.07 0.294
C -17.7323 4.2774 -1.3474 0.57 0.56 0.51 -0.513
O -17.4422 4.2393 -2.7285 -0.14 -0.07 0.09 -0.489
H -17.1827 5.0629 -0.8288 0.10 0.55 -0.17 0.243
H -18.7854 4.5169 -1.2000 0.02 -0.50 -0.10 0.221
H -17.3747 3.4002 -0.8081 -0.63 -0.54 -0.16 0.233
H -16.5241 3.9724 -2.8146 0.10 -0.02 -0.22 0.304
C -13.0955 6.4360 -9.6649 -0.62 4.36 0.41 0.668
O -12.8774 7.3902 -10.3605 0.27 2.18 -2.03 -0.684
N -13.7684 6.5102 -8.5510 -2.49 0.25 3.26 -0.388
N -12.6021 5.2991 -9.8335 3.14 -6.82 -2.01 -0.351
H -14.2241 7.3727 -8.2892 0.05 -0.50 -0.01 0.203
H -13.9263 5.6215 -8.0979 -0.52 0.76 0.60 0.169
H -12.7399 4.5597 -9.1594 0.38 -0.04 -0.44 0.169
H -11.9661 5.1824 -10.6093 -0.18 -0.25 0.30 0.214
C -11.6386 8.8787 -0.8554 -0.71 1.64 0.66 0.658
O -11.5998 9.8051 -0.0620 0.31 0.07 0.56 -0.662
N -12.5043 8.8430 -1.8494 -2.63 1.00 -1.95 -0.408
N -10.8942 7.8153 -0.8702 3.32 -3.15 1.09 -0.377
H -12.5360 8.1086 -2.5420 -0.26 0.31 0.28 0.188
H -13.2747 9.4774 -1.6939 0.01 -0.21 -0.68 0.216
H -11.0677 7.0318 -1.4835 0.05 0.26 0.27 0.171
H -10.2314 7.6806 -0.1201 -0.09 0.03 -0.27 0.215
C -10.5856 0.0333 1.1503 3.57 -1.14 1.19 0.650
O -10.4030 -0.7004 2.0787 -0.30 -1.77 2.26 -0.660
N -9.5568 0.4803 0.4396 2.52 1.30 -2.07 -0.386
N -11.6855 0.5136 0.7344 -5.51 1.98 -1.85 -0.345
H -8.5949 0.2822 0.6755 -0.54 -0.11 0.10 0.195
H -9.7324 1.0980 -0.3400 0.46 -0.16 0.12 0.149
H -12.5775 0.1980 1.0877 0.37 0.03 -0.08 0.219
H -11.6615 1.0367 -0.1293 -0.58 -0.13 0.24 0.178
C -19.1686 -0.1351 -9.3531 1.79 -1.94 -0.07 -1.306
C -19.2313 1.2374 -8.8258 -2.39 1.02 0.45 0.531
C -20.2642 2.0147 -9.6189 -0.23 0.86 0.53 -1.233
O -19.6925 1.1989 -7.4479 0.75 -0.24 -0.53 -0.568
H -18.3437 -0.6232 -8.8341 0.31 -0.22 -0.16 0.316
H -18.9257 -0.1451 -10.4156 0.09 0.17 -0.04 0.359
H -19.9643 -0.8696 -9.2278 -0.73 0.83 0.29 0.350
H -18.2931 1.7808 -8.9382 0.35 -0.35 0.31 0.227
H -20.4987 2.9483 -9.1076 0.41 0.41 -0.08 0.337
H -21.2432 1.5366 -9.5856 0.18 -0.50 -0.58 0.304
H -19.8557 2.2410 -10.6039 -0.50 -0.10 -0.21 0.363
H -19.4811 2.0510 -7.0595 -0.02 0.07 0.13 0.322
C -4.6599 4.5071 -4.1035 -0.96 -0.80 -0.70 -1.097
C -4.6285 4.2584 -5.6202 1.75 0.14 0.02 0.479
C -3.3026 4.7113 -6.2457 0.51 0.42 -0.88 -1.353
O -4.7802 2.8778 -5.9293 0.15 0.04 0.08 -0.557
H -3.8089 4.0739 -3.5780 0.30 0.40 -0.23 0.307
H -5.4985 3.8970 -3.7679 -0.32 0.29 0.39 0.314
H -4.8620 5.5545 -3.8793 0.27 -0.08 0.17 0.329
H -5.3930 4.8143 -6.1630 -0.32 0.20 0.37 0.218
H -2.9864 5.7182 -5.9729 -0.56 0.27 0.21 0.365
H -3.3827 4.7194 -7.3327 -0.26 0.05 -0.13 0.327
H -2.3733 4.1608 -6.0994 -0.42 -0.79 0.69 0.355
H -5.6676 2.6201 -5.6690 -0.16 -0.14 0.00 0.314
```
Forces are in eV/Å.

Summary:
E_HOMO, eV: -5.020
Maximum force, Eh/bohr: 0.151
Net charge: -1
LUMO level, eV: 1.852
ΔE to the lowest compared entry with this formula, charge and spin, eV: 4.444
M, g mol⁻¹: 490.532

Entry 2:
Entry from the OMol25 dataset: 2 unconnected molecules or ions with the total composition C3H7N4O (ωB97M-V with the def2-TZVPD basis set).

XYZ file:
```
15
Properties=species:S:1:pos:R:3:forces:R:3:mulliken_charge:R:1
C -0.0440 0.0335 0.0594 -0.16 -0.43 1.60 0.002
C 0.3932 1.3440 0.2753 1.24 -0.78 0.24 0.633
C -0.3253 -2.3519 0.0030 -1.05 -0.73 1.38 -0.692
N -1.8913 0.1888 -2.6374 -0.07 0.10 -0.05 -0.350
N -1.2522 -0.4754 -2.0562 -0.30 0.01 -0.93 0.274
N 0.3446 2.1223 1.3802 -0.48 0.29 -0.57 -0.432
N 0.4183 -1.1572 0.2884 1.44 4.12 2.04 -0.201
O 0.9764 1.8152 -0.7991 0.00 -0.70 -0.80 -0.390
H -0.8200 -2.8163 0.8791 0.59 0.65 0.12 0.318
H 0.4322 -3.0096 -0.2751 0.68 -1.67 -1.17 0.332
H -1.1576 -2.1970 -0.6735 0.63 0.16 -0.39 0.334
H 1.2146 2.7264 -0.7358 0.30 1.23 -0.02 0.326
H -0.2616 1.7726 2.1242 0.47 0.72 -0.07 0.255
H 0.6021 3.1512 1.2959 -0.86 -2.02 0.40 0.238
H 1.3706 -1.1465 0.8716 -2.43 -0.96 -1.79 0.353
```
Forces are in eV/Å.

Summary:
E_HOMO, eV: -13.462
Maximum force, Eh/bohr: 0.094
Net charge: +1
LUMO level, eV: -4.139
ΔE to the lowest compared entry with this formula, charge and spin, eV: 2.012
M, g mol⁻¹: 115.116

Entry 3:
Entry from the OMol25 dataset: a gas-phase ion, C38H35F2OSi (charge +1) (ωB97M-V with the def2-TZVPD basis set).

XYZ file:
```
77
Properties=species:S:1:pos:R:3:forces:R:3:mulliken_charge:R:1
C -3.7273 0.9898 -6.0535 -0.45 0.40 -0.32 -1.434
C -2.7553 0.5190 -5.0328 0.39 -0.22 0.27 0.653
C -1.9916 -0.6198 -5.2881 -0.28 -0.66 0.07 0.110
F -2.2853 -1.3643 -6.4020 0.47 0.76 0.80 -0.355
C -1.0060 -1.0592 -4.4255 0.00 0.19 -0.50 -0.915
C -0.7884 -0.3927 -3.2091 -0.19 -0.10 -0.14 -0.181
C 0.4614 -0.8972 -2.4862 -1.06 -1.45 -1.14 1.107
C 0.3500 -2.3831 -2.1044 0.00 -0.57 0.63 -0.056
C -0.8595 -3.1052 -2.0986 0.50 0.17 -0.30 -0.657
C -0.7934 -4.4869 -2.2460 -0.47 -0.12 -0.08 0.364
F -1.9591 -5.1819 -2.4523 0.76 0.61 0.34 -0.368
C 0.3933 -5.2130 -2.2828 -0.18 0.67 -0.01 0.636
C 0.3684 -6.6685 -2.5897 0.15 -0.60 0.13 -1.415
C 1.5675 -4.4862 -2.0603 -0.14 0.03 0.18 -0.789
C 1.5514 -3.0974 -1.9572 -0.34 0.00 -0.31 -1.070
C -1.6727 0.6252 -2.8399 0.27 -0.25 -0.21 -0.072
C -2.5724 1.1308 -3.7911 -0.11 -0.13 -0.01 -0.917
H -4.0156 2.0231 -5.8453 0.02 -0.09 -0.11 0.397
H -3.3107 0.9277 -7.0645 -0.05 0.06 0.22 0.355
H -4.6460 0.3926 -6.0574 0.17 -0.02 0.07 0.287
H -0.3963 -1.9274 -4.7014 -0.25 0.39 0.05 0.509
H 1.1767 -0.9590 -3.3348 -0.29 0.01 0.54 0.562
H -1.8247 -2.5995 -2.0731 0.22 -0.18 -0.28 0.581
H 1.3749 -7.0802 -2.4815 -0.14 -0.04 -0.05 0.377
H -0.2975 -7.2027 -1.9006 0.12 0.07 -0.20 0.322
H 0.0215 -6.8747 -3.6135 0.06 0.16 0.32 0.304
H 2.5119 -5.0234 -1.9983 -0.15 0.11 -0.07 0.342
H 2.4953 -2.5535 -1.8511 -0.23 -0.25 -0.18 0.402
H -1.7118 0.9890 -1.8105 0.19 0.13 -0.49 0.736
H -3.1478 2.0341 -3.5709 0.02 -0.41 0.06 0.371
C -1.7374 4.9809 2.5718 0.05 -0.27 0.05 -0.555
C -2.4364 3.7704 2.4999 -0.01 -0.15 -0.15 -0.638
C -1.7493 2.5550 2.3689 0.13 0.53 0.14 -0.549
C -0.3463 2.5555 2.3555 -0.32 0.11 -0.41 0.841
Si 0.5921 0.9663 2.3981 -0.50 0.81 2.06 -0.466
C 2.0854 1.3412 3.4452 0.46 -0.12 -0.50 0.613
C 1.9125 2.1434 4.5868 0.20 0.02 0.18 -0.197
C 2.9716 2.3689 5.4736 -0.24 -0.14 -0.32 -0.822
C 4.2195 1.7970 5.2182 -0.17 -0.13 -0.13 -0.507
C 4.4031 1.0065 4.0797 -0.04 0.00 -0.15 -0.669
C 3.3440 0.7876 3.1881 0.24 0.16 0.47 -0.410
C -0.3525 -0.4169 3.1998 -0.06 -0.30 -0.56 0.551
C -0.5652 -0.4180 4.5890 -0.13 -0.27 -0.08 -0.350
C -1.2228 -1.4912 5.2016 0.14 0.30 -0.16 -0.688
C -1.6566 -2.5752 4.4335 0.06 0.10 -0.13 -0.536
C -1.4574 -2.5740 3.0501 0.01 0.07 -0.05 -0.664
C -0.8143 -1.4941 2.4321 -0.25 -0.26 0.40 -0.168
O 0.9362 0.4429 0.7979 -0.87 -0.35 -2.72 0.158
C 0.6173 0.8022 -0.4208 2.67 -0.39 2.95 0.355
C 1.2158 -0.0379 -1.5291 0.46 1.12 0.25 0.132
C 1.9122 1.1212 -2.3015 0.79 -0.03 0.35 -1.155
C 1.1250 2.4009 -2.0548 -0.46 0.75 -0.54 -0.882
C 0.3673 2.2306 -0.7277 -0.75 0.27 -0.51 -0.337
C 0.3524 3.7750 2.3908 -0.41 0.29 0.10 -0.065
C -0.3401 4.9836 2.5162 0.22 -0.23 -0.12 -0.884
H -2.2775 5.9241 2.6756 0.14 -0.33 0.00 0.405
H -3.5259 3.7584 2.5503 0.29 0.10 -0.05 0.423
H -2.2921 1.6057 2.2919 0.11 0.40 0.19 0.403
H 0.9459 2.6138 4.7831 0.29 -0.15 -0.01 0.384
H 2.8077 2.9934 6.3536 0.11 -0.20 -0.26 0.409
H 5.0430 1.9632 5.9140 -0.20 -0.06 -0.25 0.388
H 5.3782 0.5574 3.8814 -0.29 0.17 0.06 0.400
H 3.4942 0.1888 2.2878 0.09 0.05 0.29 0.371
H -0.2103 0.4212 5.1901 -0.10 -0.28 -0.08 0.316
H -1.3897 -1.4719 6.2811 0.06 -0.06 -0.37 0.401
H -2.1516 -3.4215 4.9182 0.17 0.32 -0.21 0.377
H -1.8016 -3.4159 2.4451 0.10 0.26 0.22 0.438
H -0.6744 -1.4959 1.3481 -0.02 -0.14 0.30 0.282
H 1.9905 -0.6774 -1.0792 -0.50 0.24 0.16 0.504
H 2.9090 1.1917 -1.8491 -0.06 0.28 -0.22 0.461
H 2.0561 0.9236 -3.3703 -0.18 -0.15 0.33 0.411
H 1.7878 3.2702 -2.0216 -0.17 -0.12 0.03 0.521
H 0.3902 2.5767 -2.8499 0.29 -0.10 0.08 0.227
H -0.7178 2.3819 -0.8582 0.34 0.13 0.10 0.408
H 0.6788 2.9433 0.0503 -0.07 -0.72 -0.06 0.195
H 1.4457 3.7761 2.3332 -0.36 0.06 0.16 0.559
H 0.2269 5.9157 2.5842 -0.30 -0.26 -0.08 0.421
```
Forces are in eV/Å.

Summary:
E_HOMO, eV: -11.233
Maximum force, Eh/bohr: 0.078
Net charge: +1
LUMO level, eV: -4.681
M, g mol⁻¹: 573.779

Entry 4:
Entry from the OMol25 dataset: a single C3H9N2O2P molecule (ωB97M-V with the def2-TZVPD basis set).

XYZ file:
```
17
Properties=species:S:1:pos:R:3:forces:R:3:mulliken_charge:R:1
C 1.6363 -0.1386 0.7797 -1.62 0.81 -0.68 -0.287
C 2.2595 0.9483 -0.1842 1.38 -1.27 0.34 -0.333
C -2.1122 -0.5234 -0.4997 1.42 -1.78 -0.18 -0.443
N -2.1812 -0.3182 0.9653 2.27 -0.51 0.04 -0.586
N -1.0170 0.2438 -1.1657 -0.45 0.47 1.04 -0.280
O 0.9101 -1.1509 -0.0464 0.94 2.35 -0.53 -0.389
O 1.6203 0.8228 -1.4286 -1.67 -0.49 -0.46 -0.351
P 0.5221 -0.4248 -1.5704 -0.11 -0.80 1.63 0.172
H 2.2307 -0.7529 1.4132 1.08 -0.01 0.29 0.402
H 0.9664 0.4890 1.4608 0.23 -1.22 -0.88 0.177
H 2.1941 1.9208 0.2340 -1.10 1.06 0.46 0.254
H 3.3403 0.9781 -0.4147 -0.16 -1.16 0.31 0.273
H -2.1194 -1.6023 -0.9183 0.47 1.35 0.96 0.281
H -1.3043 -0.6639 1.4052 -0.82 0.25 -0.41 0.198
H -3.0319 -0.1468 -0.7776 -1.85 0.99 -1.30 0.382
H -2.9345 -0.8174 1.4203 -0.20 -0.06 -0.36 0.228
H -0.9794 1.1364 -0.6731 0.18 0.02 -0.27 0.304
```
Forces are in eV/Å.

Summary:
E_HOMO, eV: -9.223
Maximum force, Eh/bohr: 0.050
LUMO level, eV: 0.986
ΔE to the lowest compared entry with this formula, charge and spin, eV: 2.659
M, g mol⁻¹: 136.091